# 1
{"formula": "C48H144O24", "method": "ωB97M-V/def2-TZVPD", "elements": ["C", "C", "O", "H", "H", "H", "H", "H", "H", "C", "C", "O", "H", "H", "H", "H", "H", "H", "C", "C", "O", "H", "H", "H", "H", "H", "H", "C", "C", "O", "H", "H", "H", "H", "H", "H", "C", "C", "O", "H", "H", "H", "H", "H", "H", "C", "C", "O", "H", "H", "H", "H", "H", "H", "C", "C", "O", "H", "H", "H", "H", "H", "H", "C", "C", "O", "H", "H", "H", "H", "H", "H", "C", "C", "O", "H", "H", "H", "H", "H", "H", "C", "C", "O", "H", "H", "H", "H", "H", "H", "C", "C", "O", "H", "H", "H", "H", "H", "H", "C", "C", "O", "H", "H", "H", "H", "H", "H", "C", "C", "O", "H", "H", "H", "H", "H", "H", "C", "C", "O", "H", "H", "H", "H", "H", "H", "C", "C", "O", "H", "H", "H", "H", "H", "H", "C", "C", "O", "H", "H", "H", "H", "H", "H", "C", "C", "O", "H", "H", "H", "H", "H", "H", "C", "C", "O", "H", "H", "H", "H", "H", "H", "C", "C", "O", "H", "H", "H", "H", "H", "H", "C", "C", "O", "H", "H", "H", "H", "H", "H", "C", "C", "O", "H", "H", "H", "H", "H", "H", "C", "C", "O", "H", "H", "H", "H", "H", "H", "C", "C", "O", "H", "H", "H", "H", "H", "H", "C", "C", "O", "H", "H", "H", "H", "H", "H"], "xyz": [[-3.573, 1.944, 1.927], [-3.382, 3.373, 2.429], [-2.791, 4.056, 1.360], [-2.644, 1.457, 1.682], [-4.185, 1.992, 1.044], [-4.159, 1.339, 2.598], [-2.810, 3.321, 3.391], [-4.320, 3.947, 2.685], [-2.096, 4.669, 1.758], [2.066, -2.630, -2.294], [1.972, -4.087, -2.771], [2.221, -4.313, -4.187], [1.807, -2.683, -1.216], [1.477, -1.854, -2.774], [3.120, -2.352, -2.365], [0.943, -4.547, -2.563], [2.712, -4.726, -2.208], [3.158, -4.167, -4.339], [-3.468, -1.799, 3.202], [-3.459, -2.938, 2.225], [-3.437, -4.195, 2.946], [-2.640, -1.978, 3.911], [-4.419, -1.623, 3.707], [-3.187, -0.818, 2.753], [-2.582, -2.824, 1.570], [-4.334, -3.014, 1.637], [-2.600, -4.216, 3.393], [-4.779, 6.644, -2.187], [-4.460, 5.975, -0.849], [-3.125, 5.454, -0.879], [-4.260, 7.627, -2.236], [-5.871, 6.798, -2.298], [-4.465, 6.112, -3.096], [-5.151, 5.195, -0.678], [-4.522, 6.694, 0.023], [-3.039, 4.961, -0.060], [0.647, 1.482, -4.904], [1.384, 2.726, -4.406], [1.015, 3.129, -3.112], [-0.389, 1.684, -5.026], [0.809, 0.643, -4.291], [0.998, 1.221, -5.922], [1.168, 3.552, -5.052], [2.438, 2.518, -4.341], [0.086, 3.392, -3.045], [3.969, -6.312, 1.262], [4.837, -5.099, 1.180], [4.174, -4.064, 0.428], [4.431, -7.089, 1.857], [3.854, -6.660, 0.230], [2.993, -6.056, 1.698], [5.704, -5.293, 0.639], [5.090, -4.838, 2.187], [3.378, -3.759, 0.867], [-5.718, -6.399, -0.666], [-4.834, -5.161, -0.760], [-3.556, -5.195, -0.099], [-6.702, -6.226, -0.375], [-5.293, -7.066, 0.135], [-5.662, -7.025, -1.554], [-5.404, -4.277, -0.485], [-4.653, -5.001, -1.834], [-3.655, -5.082, 0.846], [-2.042, 1.778, -1.987], [-2.637, 2.609, -3.073], [-1.803, 3.793, -3.111], [-1.007, 1.871, -2.146], [-2.317, 0.736, -1.903], [-2.187, 2.278, -1.043], [-3.652, 2.895, -2.873], [-2.466, 2.088, -4.043], [-2.284, 4.532, -2.719], [1.362, 7.663, -2.213], [0.460, 6.402, -2.035], [-0.515, 6.726, -1.037], [1.658, 7.937, -1.175], [0.762, 8.527, -2.537], [2.228, 7.437, -2.853], [1.036, 5.554, -1.741], [0.047, 6.231, -3.018], [-1.374, 6.286, -1.208], [1.345, 4.938, 6.466], [-0.167, 4.880, 6.286], [-0.548, 4.008, 5.185], [1.595, 5.622, 7.297], [1.760, 5.298, 5.502], [1.749, 3.944, 6.693], [-0.576, 5.805, 5.924], [-0.628, 4.627, 7.223], [-0.258, 3.094, 5.359], [6.584, -0.946, 1.748], [5.320, -0.580, 1.076], [5.286, -1.060, -0.381], [7.516, -0.414, 1.343], [6.721, -2.041, 1.822], [6.470, -0.615, 2.826], [5.191, 0.526, 1.009], [4.448, -0.996, 1.669], [5.152, -2.013, -0.228], [-5.921, -1.349, -1.345], [-5.622, -0.994, -2.794], [-4.996, 0.249, -2.771], [-6.464, -0.560, -0.896], [-5.025, -1.433, -0.730], [-6.441, -2.264, -1.335], [-6.619, -1.016, -3.306], [-5.013, -1.728, -3.303], [-5.031, 0.708, -3.620], [-0.064, -6.397, 2.957], [-0.673, -5.314, 2.086], [-0.659, -4.098, 2.822], [0.970, -6.194, 3.320], [-0.177, -7.321, 2.441], [-0.575, -6.445, 3.871], [-1.775, -5.438, 1.870], [-0.177, -5.278, 1.091], [0.155, -3.638, 2.546], [1.114, -2.213, -7.346], [0.424, -2.390, -6.008], [-0.124, -3.673, -5.755], [1.437, -1.172, -7.400], [0.517, -2.546, -8.165], [2.098, -2.764, -7.402], [-0.418, -1.749, -5.837], [1.169, -2.139, -5.245], [0.708, -4.147, -5.483], [-1.136, 0.421, 6.752], [0.218, 0.340, 6.095], [0.293, 1.391, 5.209], [-1.339, 1.483, 6.962], [-1.168, -0.216, 7.643], [-1.866, 0.171, 6.014], [0.367, -0.586, 5.531], [1.059, 0.390, 6.767], [1.206, 1.462, 4.865], [4.914, 1.539, 5.010], [3.551, 2.179, 5.111], [2.616, 1.655, 4.207], [4.801, 0.436, 5.153], [5.473, 1.871, 5.867], [5.402, 1.784, 4.041], [3.586, 3.244, 4.991], [3.105, 1.917, 6.090], [2.833, 1.876, 3.276], [5.795, 3.669, 1.382], [4.271, 3.721, 1.560], [3.649, 2.424, 1.664], [6.082, 3.076, 0.513], [6.197, 3.208, 2.252], [6.222, 4.635, 1.212], [3.796, 4.263, 0.736], [4.084, 4.186, 2.508], [3.253, 2.204, 0.773], [-0.837, -7.263, -2.239], [0.629, -7.378, -1.821], [0.904, -8.646, -1.176], [-1.047, -6.298, -2.699], [-1.623, -7.342, -1.419], [-1.088, -8.065, -2.983], [0.946, -6.635, -1.110], [1.262, -7.230, -2.705], [0.422, -9.319, -1.601], [-1.542, -2.361, -3.104], [-2.430, -3.069, -2.102], [-1.782, -3.035, -0.898], [-1.368, -1.300, -2.880], [-1.918, -2.372, -4.092], [-0.592, -2.896, -3.138], [-2.518, -4.127, -2.417], [-3.411, -2.598, -2.050], [-2.188, -3.765, -0.408], [1.392, 5.208, 2.236], [0.277, 6.203, 2.218], [-0.921, 5.652, 2.779], [2.334, 5.739, 2.063], [1.323, 4.430, 1.501], [1.425, 4.835, 3.314], [-0.034, 6.411, 1.155], [0.596, 7.143, 2.700], [-0.852, 5.140, 3.623], [-3.576, 0.090, -6.226], [-4.755, 0.924, -6.508], [-5.200, 1.590, -5.312], [-3.338, -0.514, -7.109], [-3.780, -0.547, -5.324], [-2.727, 0.715, -5.957], [-5.535, 0.255, -6.790], [-4.644, 1.619, -7.345], [-6.087, 1.955, -5.411], [4.651, 3.024, -2.446], [3.749, 1.819, -2.052], [2.661, 2.166, -1.170], [4.277, 3.643, -3.272], [5.631, 2.747, -2.794], [4.748, 3.775, -1.657], [4.440, 1.099, -1.529], [3.319, 1.321, -2.960], [1.924, 2.487, -1.745], [3.519, -2.946, 3.632], [2.157, -2.343, 3.313], [1.773, -2.761, 2.005], [4.319, -2.689, 2.966], [3.355, -4.046, 3.597], [3.791, -2.605, 4.608], [2.130, -1.261, 3.450], [1.405, -2.825, 4.031], [1.166, -2.086, 1.538], [0.381, 0.735, 1.623], [-0.303, 0.103, 0.455], [-0.018, -1.314, 0.704], [-0.073, 0.424, 2.597], [0.310, 1.860, 1.490], [1.404, 0.435, 1.717], [0.184, 0.384, -0.466], [-1.373, 0.205, 0.405], [-0.388, -1.898, -0.047]], "mulliken_charge": [-0.725, -0.063, -0.726, -0.314, 0.330, 0.544, -0.081, 0.266, 0.288, -0.016, 0.232, -0.574, -0.297, -0.256, 0.640, -0.491, 0.449, 0.286, -0.666, 0.249, -0.744, 0.220, 0.458, -0.243, -0.050, 0.521, 0.348, -1.166, -0.250, -0.076, 0.278, 0.360, 0.240, 0.357, 0.294, 0.534, -0.497, -0.415, -0.310, 0.118, -0.182, 0.470, 0.360, 0.389, -0.122, -0.923, -0.423, -0.339, 0.422, 0.252, 0.026, 0.569, 0.208, 0.045, -1.423, 0.077, -0.280, 0.423, 0.303, 0.342, 0.018, 0.310, 0.003, 0.598, 0.420, -0.661, -0.176, 0.035, -0.026, 0.490, -0.843, 0.116, -1.338, 0.310, -0.546, 0.280, 0.309, 0.364, 0.051, 0.324, 0.344, -0.608, -0.393, -0.344, 0.437, 0.097, 0.051, 0.340, 0.407, 0.225, -1.141, 2.134, -0.624, 0.320, 0.269, 0.227, -0.727, -0.825, 0.310, -1.214, -0.191, -0.198, 0.492, 0.036, 0.405, 0.331, 0.313, 0.088, -1.705, 1.162, -0.563, 0.262, 0.436, 0.446, -0.123, -0.037, 0.008, -1.304, 0.695, -0.571, 0.310, 0.340, 0.267, 0.075, -0.114, 0.359, -1.238, 0.220, 0.021, 0.214, 0.384, 0.222, -0.104, 0.367, 0.281, -0.906, -0.361, -0.196, 0.137, 0.542, -0.084, 0.314, 0.324, -0.264, -1.644, 0.055, 0.950, 0.295, 0.349, 0.430, 0.206, 0.189, -0.540, -0.952, 0.368, -0.558, 0.143, 0.254, 0.404, -0.099, 0.153, 0.295, -0.458, 0.956, 0.450, -0.090, 0.678, -0.571, 0.006, -0.745, -0.339, -0.210, -0.136, -0.568, 0.352, -0.166, -0.112, 0.051, 0.298, 0.238, -0.104, -0.595, -0.434, 0.487, -0.118, -0.148, 0.360, 0.336, 0.215, -1.431, 0.207, -0.025, 0.297, 0.435, 0.257, -0.027, 0.287, 0.102, -1.306, 0.898, 1.221, -0.101, 0.323, 0.520, -0.481, 0.344, -0.055, -0.406, 0.023, -0.030, 0.057, 0.157, -0.024, -0.044, -0.112, -0.679], "energy_ev": -101246.392, "gap_ev": 10.119, "spin_multiplicity": 1}

***

# 2
{"formula": "C23H27N5O2", "method": "ωB97M-V/def2-TZVPD", "elements": ["C", "C", "C", "C", "C", "N", "C", "N", "C", "C", "C", "C", "C", "C", "N", "C", "C", "C", "O", "N", "C", "C", "C", "C", "C", "O", "C", "C", "N", "C", "H", "H", "H", "H", "H", "H", "H", "H", "H", "H", "H", "H", "H", "H", "H", "H", "H", "H", "H", "H", "H", "H", "H", "H", "H", "H", "H"], "xyz": [[-1.784, 4.396, -1.072], [-3.183, 3.867, -1.368], [-3.211, 2.733, -2.394], [-2.453, 1.481, -1.938], [-1.039, 1.407, -2.523], [-0.253, 0.403, -1.852], [-0.041, -0.880, -2.267], [-0.459, -1.415, -3.382], [-0.093, -2.709, -3.553], [-0.493, -3.381, -4.724], [-0.138, -4.686, -4.922], [0.627, -5.375, -3.965], [1.031, -4.753, -2.818], [0.685, -3.407, -2.578], [1.104, -2.825, -1.434], [0.750, -1.576, -1.274], [0.980, -0.624, -0.234], [1.670, -0.661, 1.013], [2.316, -1.567, 1.492], [1.558, 0.583, 1.724], [2.102, 0.556, 3.066], [1.001, 0.253, 4.115], [1.621, -0.251, 5.422], [1.750, -1.755, 5.158], [0.676, -2.030, 4.091], [0.141, -0.773, 3.691], [0.933, 1.671, 1.219], [0.938, 2.957, 1.981], [0.334, 1.700, 0.063], [0.342, 0.551, -0.636], [-1.162, 3.624, -0.625], [-1.843, 5.232, -0.378], [-1.309, 4.749, -1.985], [-3.635, 3.513, -0.438], [-3.802, 4.686, -1.742], [-4.255, 2.473, -2.578], [-2.794, 3.087, -3.340], [-2.994, 0.581, -2.237], [-2.380, 1.477, -0.849], [-0.528, 2.364, -2.402], [-1.077, 1.137, -3.580], [-1.080, -2.835, -5.446], [-0.445, -5.200, -5.821], [0.893, -6.406, -4.146], [1.618, -5.259, -2.068], [2.829, -0.261, 3.073], [2.601, 1.495, 3.306], [0.374, 1.139, 4.260], [0.932, -0.065, 6.246], [2.573, 0.226, 5.641], [2.737, -1.997, 4.768], [1.584, -2.341, 6.059], [-0.159, -2.621, 4.477], [1.103, -2.539, 3.221], [1.957, 3.291, 2.166], [0.427, 2.855, 2.935], [0.425, 3.704, 1.383]], "nbo_charge": [-0.627, -0.385, -0.397, -0.412, -0.216, -0.368, 0.358, -0.416, 0.089, -0.194, -0.209, -0.218, -0.209, 0.166, -0.369, 0.154, -0.266, 0.662, -0.610, -0.410, -0.267, 0.097, -0.426, -0.441, -0.084, -0.528, 0.521, -0.665, -0.544, 0.443, 0.222, 0.207, 0.197, 0.193, 0.199, 0.210, 0.194, 0.215, 0.206, 0.218, 0.231, 0.221, 0.213, 0.214, 0.226, 0.255, 0.210, 0.182, 0.214, 0.213, 0.213, 0.219, 0.180, 0.208, 0.229, 0.230, 0.251], "smiles": "CCCCCn1c2nc3ccccc3nc2c2c(=O)n(C[C@@H]3CCCO3)c(C)nc21", "energy_ev": -35836.584, "gap_ev": 7.897, "spin_multiplicity": 1}

***

Values of ΔE to the lowest compared entry with this formula, charge and spin, in order: 123.59 86.18, all in kJ/mol.
Values of E_LUMO, in order: 0.41 -0.18, all in eV.